Record 1
The following is a quantum chemistry calculation of 3 unconnected molecules or ions with the total composition C19H44NO in a non-equilibrium geometry, from the OMol25 dataset.

Orbital gap, eV: 7.92
Calculated total energy, eV: -23944.7592
Total charge: +1
Spin multiplicity: 1

CARTESIAN COORDINATES (ANGSTROEM)
C 0.6795 -4.7965 4.4206
C -0.4118 -4.1377 3.9721
N -0.3605 -3.5004 2.6348
C 0.7656 -2.4766 2.6789
C -1.6421 -2.7720 2.3093
C -2.7535 -3.6922 1.7608
C -3.5824 -4.4366 2.8282
O -4.8728 -3.8976 2.9900
C -4.9630 -2.9549 4.0395
H 0.6719 -5.8194 4.7782
H 1.6335 -4.2758 4.4704
H -1.2853 -4.0090 4.5936
H -0.1693 -4.2000 1.9211
H 0.6870 -1.7724 1.8570
H 0.6609 -1.9590 3.6255
H 1.7295 -2.9686 2.6252
H -1.9730 -2.1812 3.1595
H -1.4007 -2.0513 1.5291
H -3.4568 -3.0421 1.2381
H -2.3907 -4.3769 0.9930
H -3.0900 -4.4968 3.8007
H -3.7146 -5.4662 2.4926
H -4.5651 -1.9703 3.7618
H -4.4691 -3.2976 4.9537
H -6.0205 -2.8141 4.2467
C -2.2311 -2.2717 -2.0142
C -2.3204 -0.9412 -1.2745
C -3.1421 0.1137 -2.0113
C -2.5826 0.5272 -3.3729
C -1.1534 1.0672 -3.3439
C -1.0019 2.3400 -2.5166
H -1.7324 -2.1698 -2.9777
H -1.6576 -2.9926 -1.4237
H -3.2244 -2.6899 -2.1867
H -1.3114 -0.5630 -1.0774
H -2.7769 -1.1248 -0.2937
H -3.2384 0.9956 -1.3723
H -4.1594 -0.2635 -2.1529
H -3.2428 1.2870 -3.7997
H -2.6245 -0.3236 -4.0588
H -0.8465 1.2791 -4.3708
H -0.4637 0.3027 -2.9730
H -1.6512 3.1309 -2.8957
H 0.0271 2.7010 -2.5627
H -1.2442 2.1710 -1.4654
C 3.4990 2.0545 -2.2785
C 3.2904 3.0190 -1.1146
C 3.0894 4.4678 -1.5554
C 4.2752 5.0893 -2.2950
C 5.5939 5.0809 -1.5233
C 5.5453 5.8889 -0.2302
H 4.4031 2.2887 -2.8413
H 3.5978 1.0309 -1.9112
H 2.6504 2.0855 -2.9658
H 4.1322 2.9451 -0.4207
H 2.4039 2.7045 -0.5545
H 2.8495 5.0735 -0.6770
H 2.2093 4.5226 -2.2047
H 4.0194 6.1217 -2.5509
H 4.4213 4.5729 -3.2481
H 6.3707 5.4995 -2.1679
H 5.9015 4.0543 -1.3048
H 5.2792 6.9285 -0.4298
H 6.5192 5.8823 0.2612
H 4.8206 5.4799 0.4761

***

Record 2
The following is a quantum chemistry calculation of 5 unconnected molecules or ions with the total composition C19H44NO6P2S in a non-equilibrium geometry, from the OMol25 dataset.

Orbital gap, eV: 7.47
Energy above the lowest of the compared OMol25 structures with the same formula, charge and spin, kJ/mol: 291.7
Calculated total energy, eV: -63595.5542
Total charge: +1
Spin multiplicity: 1

CARTESIAN COORDINATES (ANGSTROEM)
C 0.1533 3.2834 1.6362
C -0.1181 1.6347 1.6005
N 0.8019 0.9662 0.6032
P 1.0181 -0.7760 0.9137
C -0.5386 -1.6900 1.5358
C -1.7041 -1.9309 0.4086
C -2.2552 -0.5701 -0.3240
C -3.5348 0.1206 0.5016
C -2.9169 -1.0741 -1.7747
P 1.9397 -1.6658 -0.8723
O 1.5230 -0.7807 -2.3131
O 1.6203 -3.3782 -0.9398
S 3.8929 -1.4074 -0.6330
H 1.1776 3.5664 2.1321
H -0.7390 3.8362 2.2040
H 0.1057 3.6811 0.5220
H 0.0088 1.1971 2.6786
H -1.2699 1.5301 1.3248
H 0.5260 1.1623 -0.3947
H 2.0247 -0.9102 1.9760
H -0.9304 -1.1782 2.5312
H -0.1750 -2.7762 1.8726
H -2.6412 -2.3972 0.9831
H -1.3811 -2.7807 -0.3649
H -1.4290 0.2132 -0.5947
H -4.5055 -0.5287 0.4231
H -3.6524 1.2036 0.0194
H -3.1503 0.3001 1.5974
H -4.0792 -1.2766 -1.6105
H -2.8098 -0.2457 -2.5949
H -2.4641 -2.1094 -2.1349
H 1.8366 0.1720 -2.1327
H 2.4224 -3.7941 -0.4622
C -3.7322 1.0029 4.5740
C -3.1432 -0.3689 4.7670
O -2.4146 -0.8766 3.9159
C -3.4801 -1.0956 6.0415
H -3.4035 1.4067 3.6105
H -4.8234 0.9421 4.5740
H -3.3881 1.6700 5.3684
H -4.5600 -1.2499 6.1069
H -3.1247 -0.5220 6.9012
H -2.9856 -2.0728 6.0435
C 3.8302 1.4381 1.8682
C 3.7358 1.5063 3.3690
O 2.6483 1.5927 3.9372
C 5.0233 1.4650 4.1477
H 2.8234 1.4779 1.4391
H 4.4043 2.2890 1.4929
H 4.3014 0.4988 1.5679
H 5.6506 2.3171 3.8740
H 5.5476 0.5269 3.9491
H 4.8016 1.5227 5.2187
C 7.3518 1.8300 -3.2187
C 5.8873 2.0465 -2.9459
O 5.5067 2.8888 -2.1343
C 4.9066 1.1927 -3.7041
H 7.9413 2.5155 -2.6007
H 7.6292 0.8038 -2.9650
H 7.5678 2.0337 -4.2705
H 5.0751 0.1381 -3.4721
H 5.0136 1.3681 -4.7775
H 3.8871 1.4588 -3.4055
C -3.4482 -1.9320 -5.6282
C -4.9127 -1.7154 -5.3554
O -5.2933 -0.8731 -4.5439
C -5.8934 -2.5692 -6.1137
H -2.8587 -1.2464 -5.0102
H -3.1708 -2.9581 -5.3745
H -3.2322 -1.7282 -6.6801
H -5.7249 -3.6238 -5.8816
H -5.7864 -2.3938 -7.1871
H -6.9129 -2.3031 -5.8150